w) Below is a molecular structure, C6H11NO, with properties calculated with wB97M-V/def2-TZVPD.

The geometry in ORCA input format:
```
! wB97M-V def2-TZVPD RIJCOSX def2/J DEFGRID3
* xyz 0 1
C -1.017 -1.197 -0.290
C -0.299 -0.111 -0.652
C 0.229 0.008 -2.086
C 1.245 0.143 -1.040
C 1.231 0.104 1.025
C 0.081 0.810 0.567
H -2.269 -0.674 0.306
H -0.125 -1.555 0.610
H -1.330 -2.227 -1.203
H -0.404 0.770 -2.880
H -0.061 -1.037 -2.389
H 1.734 1.032 -1.028
H 1.961 0.568 1.584
H 0.950 -0.556 1.788
H 0.291 1.842 0.436
H -1.923 0.293 1.407
H -1.100 1.329 2.527
N -1.011 1.045 1.394
O 1.816 -0.587 -0.076
*
```

Computed properties:
HOMO: -7.2 eV


x) Below is 2 unconnected molecules or ions with the total composition C6H11NO, with properties calculated with wB97M-V/def2-TZVPD.

The geometry in ORCA input format:
```
! wB97M-V def2-TZVPD RIJCOSX def2/J DEFGRID3
* xyz 0 1
C -1.056 0.067 0.250
C -1.645 -0.020 1.623
C 0.738 -2.754 -1.279
C 1.381 1.539 0.508
C 0.668 -1.424 -0.613
C 1.132 2.586 -0.263
O -1.676 0.990 -0.555
N -0.410 -0.912 -0.281
H -1.217 1.033 -1.403
H 1.357 1.612 1.577
H 1.777 0.592 0.107
H -2.724 -0.170 1.562
H -1.199 -0.846 2.172
H -1.468 0.918 2.152
H -0.235 -3.228 -1.439
H 1.239 -2.627 -2.241
H 1.361 -3.407 -0.668
H 1.204 2.529 -1.343
H 0.774 3.521 0.135
*
```

Computed properties:
HOMO (spin up / spin down): -7.2 / -7.2 eV


y) Below is a single C6H11NO molecule, with properties calculated with wB97M-V/def2-TZVPD.

The geometry in ORCA input format:
```
! wB97M-V def2-TZVPD RIJCOSX def2/J DEFGRID3
* xyz 0 1
C 2.882 0.704 1.251
C 1.746 0.587 0.283
C 1.012 -0.502 0.114
C -0.155 -0.588 -0.829
C -1.513 -0.462 -0.152
N -2.483 -1.369 -0.799
C -1.953 0.988 -0.166
O -2.305 1.522 -1.186
H 3.853 0.815 0.773
H 2.769 1.591 1.891
H 2.979 -0.169 1.900
H 1.557 1.478 -0.311
H 1.205 -1.421 0.664
H -0.086 0.122 -1.654
H -0.096 -1.546 -1.343
H -1.455 -0.848 0.861
H -3.369 -1.357 -0.303
H -2.613 -1.113 -1.769
H -1.975 1.567 0.775
*
```

Computed properties:
HOMO: -9.2 eV
SMILES: C/C=C/C[C@H](N)C=O


Of them, w) has the lowest stability.


w) Below is 2 unconnected molecules or ions with the total composition C4H12, with properties calculated with wB97M-V/def2-TZVPD.

The geometry in ORCA input format:
```
! wB97M-V def2-TZVPD RIJCOSX def2/J DEFGRID3
* xyz -1 2
C 1.142 1.265 -0.095
C 2.645 1.287 -0.520
H 0.509 0.880 -0.890
H 1.088 0.529 0.789
H 0.859 2.280 0.255
H 2.813 1.727 -1.432
H 3.021 0.201 -0.552
H 3.314 1.860 0.146
C -1.715 -0.479 0.532
C -2.091 -1.958 0.015
H -2.392 -0.328 1.310
H -0.779 -0.511 0.990
H -1.791 0.209 -0.264
H -1.694 -2.107 -0.954
H -3.243 -2.107 -0.021
H -1.686 -2.749 0.692
*
```

Computed properties:
HOMO (spin up / spin down): 1.5 / -7.8 eV


x) Below is 2 unconnected molecules or ions with the total composition C4H12, with properties calculated with wB97M-V/def2-TZVPD.

The geometry in ORCA input format:
```
! wB97M-V def2-TZVPD RIJCOSX def2/J DEFGRID3
* xyz -1 2
C 1.467 -0.342 -1.157
C 2.684 0.509 -1.553
H 1.658 -0.921 -0.231
H 0.670 0.344 -0.990
H 1.204 -1.028 -1.993
H 2.899 1.194 -0.704
H 3.584 -0.162 -1.734
H 2.510 1.089 -2.378
C -1.660 -0.260 0.726
C -2.471 0.057 1.990
H -1.007 -1.059 0.821
H -2.363 -0.501 -0.034
H -1.150 0.619 0.426
H -3.296 0.720 1.723
H -1.830 0.574 2.717
H -2.899 -0.835 2.370
*
```

Computed properties:
HOMO (spin up / spin down): 1.6 / -8.1 eV


y) Below is 2 unconnected molecules or ions with the total composition C4H12, with properties calculated with wB97M-V/def2-TZVPD.

The geometry in ORCA input format:
```
! wB97M-V def2-TZVPD RIJCOSX def2/J DEFGRID3
* xyz -1 2
C 2.561 -1.098 -1.580
C 1.170 -0.810 -1.037
H 2.688 -0.596 -2.551
H 3.255 -0.700 -0.841
H 2.708 -2.148 -1.827
H 0.378 -1.091 -1.731
H 1.074 -0.943 0.035
H 1.001 0.289 -1.119
C -1.852 1.611 1.208
C -1.881 0.101 1.377
H -1.347 2.242 1.964
H -1.424 1.901 0.250
H -2.847 2.015 1.465
H -0.836 -0.192 1.506
H -2.309 -0.426 0.539
H -2.338 -0.155 2.341
*
```

Computed properties:
HOMO (spin up / spin down): 1.5 / -7.3 eV


Of them, w) has the lowest stability.


w) Below is 2 unconnected molecules or ions with the total composition C4H12, with properties calculated with wB97M-V/def2-TZVPD.

The geometry in ORCA input format:
```
! wB97M-V def2-TZVPD RIJCOSX def2/J DEFGRID3
* xyz -1 2
C -0.241 1.652 -0.349
C 0.250 2.566 0.764
H -1.348 1.693 -0.438
H 0.060 1.918 -1.365
H -0.187 0.573 -0.289
H 1.262 2.244 1.009
H -0.347 2.599 1.677
H 0.181 3.602 0.419
C -0.008 -2.319 0.549
C 0.111 -1.841 -0.897
H 0.486 -1.643 1.250
H -1.035 -2.351 0.908
H 0.355 -3.350 0.619
H -0.899 -1.675 -1.278
H 0.502 -2.609 -1.578
H 0.859 -1.059 -1.001
*
```

Computed properties:
HOMO (spin up / spin down): 1.6 / -7.5 eV


x) Below is 2 unconnected molecules or ions with the total composition C4H12, with properties calculated with wB97M-V/def2-TZVPD.

The geometry in ORCA input format:
```
! wB97M-V def2-TZVPD RIJCOSX def2/J DEFGRID3
* xyz -1 2
C -0.804 0.720 -1.868
C -1.818 0.691 -0.739
H -1.240 0.459 -2.858
H -0.630 1.688 -2.179
H 0.220 0.248 -1.775
H -1.657 1.451 -0.009
H -2.843 0.869 -1.138
H -1.738 -0.280 -0.292
C 0.526 -0.761 1.509
C 2.076 -0.606 1.252
H 0.406 -1.793 2.053
H 0.125 0.160 1.864
H 0.088 -1.060 0.507
H 2.347 0.192 0.559
H 2.420 -1.618 0.945
H 2.521 -0.360 2.170
*
```

Computed properties:
HOMO (spin up / spin down): 1.6 / -7.5 eV


Of them, x) has the lowest stability.


w) Below is 2 unconnected molecules or ions with the total composition C4H12, with properties calculated with wB97M-V/def2-TZVPD.

The geometry in ORCA input format:
```
! wB97M-V def2-TZVPD RIJCOSX def2/J DEFGRID3
* xyz -1 2
C 1.371 -1.414 1.372
C 2.005 -1.704 -0.003
H 0.518 -2.076 1.529
H 2.059 -1.558 2.211
H 0.981 -0.399 1.386
H 3.068 -1.453 0.007
H 1.514 -1.080 -0.757
H 1.856 -2.731 -0.323
C -2.185 1.621 -1.262
C -1.199 1.466 -0.110
H -1.723 1.289 -2.196
H -3.046 0.979 -1.084
H -2.515 2.653 -1.417
H -1.221 0.430 0.218
H -1.392 2.154 0.722
H -0.171 1.708 -0.396
*
```

Computed properties:
HOMO (spin up / spin down): 1.5 / -7.8 eV


x) Below is 2 unconnected molecules or ions with the total composition C4H12, with properties calculated with wB97M-V/def2-TZVPD.

The geometry in ORCA input format:
```
! wB97M-V def2-TZVPD RIJCOSX def2/J DEFGRID3
* xyz -1 2
C -2.100 -0.303 1.112
C -0.886 -1.075 1.612
H -2.669 -1.014 0.509
H -2.740 0.134 1.862
H -1.904 0.485 0.387
H -0.375 -1.501 0.756
H -1.036 -1.928 2.276
H -0.234 -0.451 2.290
C 1.374 1.271 -1.863
C 1.575 0.129 -0.823
H 0.284 1.395 -1.807
H 1.951 2.183 -1.827
H 1.700 0.894 -2.836
H 0.967 0.211 0.056
H 2.676 0.314 -0.616
H 1.741 -0.860 -1.246
*
```

Computed properties:
HOMO (spin up / spin down): 1.5 / -7.1 eV


Of them, x) has the lowest stability.